{"formula": "C63H151F2N4O8P3S2", "method": "the ωB97M-V functional and the def2-TZVPD basis", "spin_multiplicity": 2, "total_charge": 3, "s2": 0.75, "e_homo_ev": [-7.90, -12.81], "e_tot_ev": -145063.292, "homo_lumo_gap_ev": [2.2936, 7.1976], "fmax_ha_per_bohr": 0.2287, "species": ["C", "C", "C", "O", "H", "H", "H", "H", "H", "H", "H", "C", "C", "C", "O", "C", "N", "H", "H", "H", "H", "H", "H", "H", "H", "H", "H", "H", "H", "C", "C", "C", "O", "C", "N", "H", "H", "H", "H", "H", "H", "H", "H", "H", "H", "H", "H", "C", "C", "C", "O", "C", "N", "H", "H", "H", "H", "H", "H", "H", "H", "H", "H", "H", "H", "C", "C", "C", "C", "P", "C", "C", "C", "C", "C", "C", "C", "C", "C", "C", "C", "C", "H", "H", "H", "H", "H", "H", "H", "H", "H", "H", "H", "H", "H", "H", "H", "H", "H", "H", "H", "H", "H", "H", "H", "H", "H", "H", "H", "H", "H", "H", "H", "H", "H", "H", "H", "H", "C", "C", "C", "C", "P", "C", "C", "C", "C", "C", "C", "C", "C", "C", "C", "C", "C", "H", "H", "H", "H", "H", "H", "H", "H", "H", "H", "H", "H", "H", "H", "H", "H", "H", "H", "H", "H", "H", "H", "H", "H", "H", "H", "H", "H", "H", "H", "H", "H", "H", "H", "H", "H", "C", "C", "C", "C", "P", "C", "C", "C", "C", "C", "C", "C", "C", "C", "C", "C", "C", "H", "H", "H", "H", "H", "H", "H", "H", "H", "H", "H", "H", "H", "H", "H", "H", "H", "H", "H", "H", "H", "H", "H", "H", "H", "H", "H", "H", "H", "H", "H", "H", "H", "H", "H", "H", "N", "S", "O", "O", "F", "S", "O", "O", "F"], "xyz": [[-0.300367, -0.933643, -1.059565], [0.094853, -0.032073, 0.105665], [0.306053, -0.837253, 1.406295], [1.131223, 0.809317, -0.193055], [0.562853, -1.357213, -1.572935], [-0.836517, -0.351483, -1.809055], [-0.936747, -1.753813, -0.727255], [-0.809887, 0.527737, 0.342635], [-0.516077, -1.466893, 1.746525], [0.642693, -0.181863, 2.209565], [1.119383, -1.545253, 1.247145], [3.444383, -2.926093, 2.993525], [3.657613, -2.332753, 4.421815], [2.325693, -1.893283, 5.154975], [2.683543, -1.036223, 6.248835], [1.526043, -0.788553, 7.043395], [4.528353, -3.175233, 5.297125], [4.627023, -2.641673, 6.148995], [4.072023, -4.020493, 5.609215], [5.427093, -3.388533, 4.888615], [3.339213, -2.135553, 2.250505], [2.553223, -3.552323, 3.035695], [4.269743, -3.593183, 2.744795], [4.360143, -1.501993, 4.355645], [1.714293, -2.739513, 5.468305], [1.716073, -1.343263, 4.438065], [0.771683, -0.252533, 6.467425], [1.827323, -0.202973, 7.911965], [0.947433, -1.633223, 7.417355], [5.446813, 0.098047, -0.673725], [5.155383, 0.815767, 0.699115], [6.295903, 1.573147, 1.322895], [7.424613, 0.750797, 1.488405], [8.558043, 1.464947, 1.991545], [3.897863, 1.723907, 0.563335], [3.057013, 1.297717, 0.200785], [3.656163, 2.135837, 1.453275], [4.040453, 2.586777, 0.058125], [6.096993, -0.736263, -0.410505], [6.107813, 0.674537, -1.320895], [4.661013, -0.308843, -1.310175], [4.712253, 0.106867, 1.398545], [5.953153, 1.892267, 2.307165], [6.558133, 2.460457, 0.746685], [8.361533, 1.973247, 2.935535], [8.838763, 2.276647, 1.320385], [9.361453, 0.778607, 2.259085], [-0.203737, 4.002567, 3.127305], [0.267143, 4.650327, 1.817215], [0.703063, 6.203417, 1.916815], [-0.507817, 6.871307, 2.277685], [-0.428537, 8.347967, 2.299385], [1.362303, 3.752997, 1.118035], [0.897763, 3.013827, 0.610155], [1.923313, 4.320217, 0.498655], [2.076243, 3.453767, 1.766765], [0.584483, 3.875787, 3.869425], [-0.392267, 2.939207, 2.979545], [-1.151087, 4.381787, 3.510475], [-0.644797, 4.524597, 1.233555], [1.211963, 6.437807, 0.981835], [1.380553, 6.180597, 2.770385], [-1.430867, 8.774997, 2.332315], [0.293393, 8.742757, 1.584505], [0.065503, 8.448607, 3.265765], [-3.566707, -4.494443, -5.013025], [-2.718627, -5.585453, -4.453095], [-1.911837, -5.289743, -3.179095], [-1.235567, -6.532503, -2.620535], [-0.325097, -6.256553, -1.151195], [0.049743, -7.794353, -0.209175], [1.276283, -7.813853, 0.666195], [1.417953, -9.192873, 1.420125], [2.859653, -9.344553, 2.066025], [1.317193, -5.447433, -1.533035], [1.280553, -4.288523, -2.522215], [2.704333, -3.774313, -2.782655], [3.374143, -3.055063, -1.557635], [-1.330617, -5.214993, -0.107305], [-0.798077, -4.926973, 1.289335], [-1.770907, -4.130713, 2.162815], [-1.221947, -4.051993, 3.586105], [-4.209717, -5.002783, -5.731515], [-2.888327, -3.721753, -5.374765], [-4.072697, -3.854273, -4.290345], [-1.994727, -5.907613, -5.201615], [-3.239277, -6.527753, -4.282535], [-2.664207, -4.947703, -2.468435], [-1.232387, -4.447473, -3.309615], [-0.611867, -7.033093, -3.361155], [-2.026497, -7.182763, -2.246785], [0.136393, -8.615553, -0.920655], [-0.803957, -8.129703, 0.379755], [1.413303, -6.975093, 1.348705], [2.182193, -7.736903, 0.064945], [1.264163, -9.980143, 0.682115], [0.637433, -9.348013, 2.164995], [3.156143, -8.412793, 2.547715], [3.575083, -9.576753, 1.277135], [2.816603, -10.193373, 2.748485], [2.010143, -6.220143, -1.865945], [1.738933, -5.090873, -0.593305], [0.616313, -3.472193, -2.238515], [0.849463, -4.535593, -3.492385], [2.571313, -3.069053, -3.603015], [3.330153, -4.530443, -3.256695], [3.361103, -3.543203, -0.583125], [2.839573, -2.137353, -1.312405], [4.405163, -2.765103, -1.760155], [-2.266777, -5.765513, -0.014355], [-1.427047, -4.275573, -0.651625], [0.214503, -4.524513, 1.317485], [-0.674087, -5.860973, 1.837395], [-2.686847, -4.718493, 2.223355], [-2.094687, -3.156313, 1.797025], [-1.918737, -3.399543, 4.112305], [-0.201737, -3.680143, 3.681015], [-1.216387, -5.054793, 4.013255], [-1.646187, -0.905433, -4.983485], [-0.789907, 0.230887, -5.579445], [0.073313, 0.869147, -4.468395], [1.035493, 1.862467, -5.063035], [1.896403, 2.782247, -3.796825], [0.658303, 3.162167, -2.425395], [-0.400037, 4.261627, -2.656025], [-1.690707, 4.093137, -1.855185], [-2.501147, 2.866837, -2.242015], [3.226303, 1.664057, -3.211265], [4.054583, 0.817137, -4.225875], [5.051043, 1.684897, -5.085965], [6.335483, 1.919007, -4.309105], [2.582723, 4.371707, -4.306265], [2.531793, 4.640137, -5.759155], [3.733943, 5.676337, -6.041025], [3.615613, 7.031027, -5.354765], [-2.443537, -0.506593, -4.356385], [-1.102777, -1.622893, -4.368625], [-2.160157, -1.385853, -5.816035], [-1.431887, 1.005457, -5.998985], [-0.143897, -0.098803, -6.393115], [0.539273, 0.248907, -3.702705], [-0.670517, 1.441187, -3.913795], [0.490993, 2.558027, -5.701635], [1.787563, 1.408667, -5.708455], [1.175823, 3.568347, -1.556315], [0.211843, 2.221817, -2.102095], [-0.661107, 4.184607, -3.711495], [0.018823, 5.265437, -2.585155], [-2.299647, 4.955447, -2.126685], [-1.537057, 4.017977, -0.778695], [-1.961497, 1.963207, -1.958605], [-2.403527, 2.733367, -3.319395], [-3.510277, 2.864797, -1.829995], [2.726853, 0.962767, -2.542795], [3.842033, 2.289527, -2.564915], [3.332673, 0.277997, -4.839285], [4.562843, 0.047457, -3.645035], [4.579823, 2.601127, -5.441745], [5.219493, 1.181107, -6.037755], [6.143213, 2.595647, -3.476465], [7.086303, 2.540197, -4.797475], [6.865833, 1.034707, -3.955765], [3.513663, 4.289747, -3.745255], [2.058753, 5.175917, -3.789735], [1.582183, 5.138947, -5.952875], [2.577953, 3.750287, -6.386965], [3.771793, 5.846337, -7.117025], [4.662783, 5.135517, -5.859715], [4.497723, 7.647307, -5.528545], [3.528993, 6.993307, -4.268865], [2.808173, 7.590557, -5.827055], [-9.516037, -2.571883, 1.883655], [-9.346227, -1.018793, 2.031145], [-7.853837, -0.632733, 2.143765], [-7.680107, 0.894577, 2.342765], [-6.036247, 1.520687, 1.867915], [-4.749527, 1.052837, 3.069235], [-3.262677, 1.028707, 2.642695], [-2.307027, 0.451467, 3.731065], [-2.484117, 1.069517, 5.167745], [-6.121247, 3.275597, 1.673005], [-4.812767, 4.029097, 1.144755], [-5.125457, 5.561727, 0.886055], [-3.944737, 6.181657, 0.213905], [-5.523037, 0.858437, 0.194025], [-5.205727, -0.659173, 0.017975], [-4.237447, -0.916713, -1.183935], [-4.039747, -2.387203, -1.354085], [-10.585217, -2.778713, 1.930275], [-9.004037, -3.142993, 2.658105], [-9.264597, -2.936693, 0.887775], [-9.952567, -0.724313, 2.887735], [-9.821597, -0.595253, 1.146425], [-7.447327, -0.974863, 1.192035], [-7.360557, -1.085813, 3.003705], [-7.833927, 1.242697, 3.364165], [-8.294327, 1.477617, 1.656545], [-5.178127, 0.123097, 3.443385], [-4.871647, 1.819587, 3.834275], [-2.915567, 2.043097, 2.446135], [-3.039317, 0.328287, 1.837945], [-1.282737, 0.656927, 3.420085], [-2.329367, -0.637643, 3.769015], [-2.424727, 2.157877, 5.160705], [-1.655397, 0.742797, 5.795895], [-3.489907, 0.949807, 5.570445], [-6.601387, 3.709427, 2.550135], [-6.892787, 3.431717, 0.919045], [-4.355587, 3.494227, 0.312285], [-4.157267, 4.052007, 2.015325], [-5.292257, 6.063287, 1.839325], [-6.002837, 5.669417, 0.248325], [-3.776177, 5.555907, -0.662515], [-3.086677, 6.115457, 0.882835], [-4.154437, 7.235657, 0.031645], [-4.643427, 1.450227, -0.059265], [-6.412807, 1.112957, -0.381865], [-6.106347, -1.191713, -0.287635], [-4.867727, -1.119803, 0.946245], [-3.312017, -0.343233, -1.131035], [-4.701027, -0.462803, -2.059805], [-3.262667, -2.614313, -2.083925], [-4.962167, -2.786483, -1.775765], [-3.823047, -2.880423, -0.406515], [3.160983, 2.791737, 2.957195], [2.960533, 1.945837, 4.141495], [1.690043, 2.116017, 4.837255], [4.038693, 1.375557, 4.960825], [2.627533, 0.575297, 3.264395], [4.148363, 4.021097, 3.780335], [5.591343, 3.956217, 3.460395], [3.699423, 4.457327, 5.091475], [3.737333, 5.297577, 2.922225]], "forces_ev_per_angstrom": [[0.0, -0.1, -0.2], [0.3, 0.0, 0.6], [0.9, -0.4, -0.2], [0.4, 0.3, 0.0], [0.3, 0.0, 0.2], [-0.1, 0.0, -0.1], [-0.3, -0.2, 0.0], [-0.8, 0.6, 0.0], [-0.5, 0.2, -0.1], [-0.2, 0.1, 0.0], [0.4, -0.2, -0.1], [0.0, -0.3, 1.6], [-0.5, 1.2, -1.0], [1.8, 0.6, -0.2], [-0.7, -1.8, -0.4], [-0.4, 0.9, 0.3], [-1.2, -0.6, 0.7], [0.5, 0.5, 0.6], [-0.1, -0.7, -0.1], [0.4, 0.0, -0.1], [0.0, -0.1, 0.2], [-0.2, 0.0, -0.3], [0.2, 0.2, -0.2], [-0.8, 0.8, -0.3], [0.2, -0.4, 0.3], [0.1, 0.1, -0.3], [0.2, 0.5, -0.2], [0.1, 0.1, -0.3], [0.7, -0.8, -0.1], [1.3, 0.2, 1.0], [-2.4, -0.8, -1.9], [0.3, 0.3, 0.6], [0.2, -0.4, -0.1], [-0.4, 0.4, 0.6], [2.0, -0.2, 0.1], [-1.1, -1.0, -0.5], [0.0, -0.4, 0.9], [0.4, 1.1, -1.4], [-0.1, -0.2, 0.1], [-0.2, 0.5, 0.1], [-0.5, 0.3, 0.6], [0.6, -0.4, 0.1], [0.0, 0.4, 0.1], [-0.1, 0.2, -0.2], [-0.6, 0.0, 0.2], [0.4, -0.3, -0.4], [-0.1, -0.1, -0.8], [1.0, -0.9, 0.0], [-0.4, 0.1, 0.2], [-1.4, -2.7, 1.1], [0.2, 0.4, -1.8], [1.3, -1.9, 1.6], [-2.3, 2.2, 1.5], [0.3, -1.1, -0.3], [0.6, 0.8, -1.6], [-0.2, -0.8, 0.7], [-0.2, 0.9, 0.4], [-0.3, -0.3, -0.6], [0.4, 0.6, 0.0], [0.4, 0.6, -0.9], [-0.2, 0.7, -0.1], [0.4, 0.6, -0.1], [0.3, -0.2, -0.4], [-0.6, 0.0, -0.5], [-0.2, 1.0, 0.2], [0.5, 0.7, 0.4], [1.6, -1.4, 0.6], [-1.1, 0.7, -0.1], [-0.5, -0.1, -0.4], [2.5, 0.2, 1.2], [-0.6, -0.2, -0.5], [1.4, -1.0, 0.6], [1.0, 0.9, -0.1], [-1.6, -0.1, -1.0], [-1.1, -0.2, 0.3], [0.3, 0.0, -0.5], [-0.1, 0.9, 0.5], [-0.4, 0.2, -0.5], [0.6, 0.4, 0.2], [-0.1, -0.3, 0.5], [0.4, -0.5, 0.1], [-0.6, 0.1, -0.2], [-0.2, 1.0, -0.2], [0.0, -0.2, -1.1], [-0.8, -0.8, 0.4], [0.1, 0.2, -0.4], [-0.6, 0.1, 0.2], [0.1, 0.1, 0.3], [0.1, -0.1, -0.2], [-0.1, -0.2, 0.0], [-0.1, -0.5, -0.5], [0.2, 0.1, -0.4], [-0.4, 0.5, 0.1], [-0.6, 0.0, 0.3], [0.0, -0.1, -0.4], [0.1, -0.1, 0.0], [0.0, 0.3, 0.1], [0.0, -0.2, 0.3], [0.1, 0.1, 0.1], [0.3, 0.3, 0.2], [-0.1, -0.2, -0.2], [-0.2, 0.0, 0.2], [0.2, 0.1, 0.7], [0.2, -0.7, -0.1], [0.3, 0.5, 0.1], [0.1, -0.3, 0.5], [0.1, -0.8, -0.2], [-0.2, 0.3, -0.4], [0.0, -0.2, -0.1], [-0.4, 0.3, -0.2], [-0.5, 0.1, -0.1], [0.0, 0.5, -0.4], [-0.1, -0.4, -0.1], [-0.2, 0.0, 0.0], [0.5, 0.1, -0.3], [0.3, -0.1, 0.6], [0.0, 0.3, -0.3], [-0.2, 0.1, 0.2], [-0.4, 0.5, -0.8], [0.7, -0.8, 1.2], [-1.2, 0.7, -0.3], [0.1, 0.6, -0.5], [-0.8, 0.3, 1.7], [0.3, 0.2, 0.3], [0.1, -0.8, -1.5], [-0.2, 0.0, -0.3], [1.4, -0.7, -0.5], [-0.1, -0.3, 0.1], [-0.5, 1.5, -0.4], [-0.4, -1.4, 0.1], [0.4, 1.3, 0.2], [-0.8, -0.9, 1.7], [1.8, 2.0, -0.8], [-1.0, -1.2, -1.0], [0.3, 0.0, -0.2], [0.0, 0.2, 0.2], [0.3, 0.0, -0.3], [0.0, -0.4, 0.1], [0.0, 0.0, 0.0], [-0.1, -0.3, 0.0], [0.1, -0.6, -0.4], [0.1, 0.1, 0.4], [-0.1, 0.1, 0.0], [0.0, -0.1, 0.0], [1.0, -0.5, 0.0], [0.2, -0.1, 0.1], [-0.5, 0.2, -0.3], [0.1, -0.1, 0.5], [0.1, 0.2, 0.5], [0.2, 0.6, 0.1], [-0.2, -0.2, 0.8], [-1.1, 0.4, -0.4], [0.0, 0.0, -0.4], [-0.3, 0.0, 0.3], [0.2, 0.1, 0.1], [0.1, 0.0, -0.3], [0.3, 0.1, -0.1], [-0.1, 0.3, 0.5], [0.3, -0.4, 0.1], [-0.3, -0.4, 0.6], [-0.1, -0.3, -0.8], [-0.4, -0.2, -0.1], [0.8, 0.5, -0.7], [-0.2, -0.2, 0.2], [0.0, 0.0, -0.3], [0.3, 0.1, -0.1], [-0.1, 0.1, -0.1], [0.1, 0.1, 0.5], [0.2, -0.2, -0.2], [-0.3, -0.1, 0.0], [-0.3, 0.0, 0.4], [-0.6, 0.9, -0.2], [0.1, -1.6, 0.3], [-1.1, 0.9, 0.0], [1.0, 0.1, -0.8], [1.4, -1.3, -1.0], [-0.4, 0.4, -0.3], [0.4, -1.1, 1.0], [-0.3, 1.1, 1.3], [0.0, 0.2, -1.3], [0.3, 1.1, -1.3], [-1.8, 0.8, 2.0], [-0.1, -1.6, 0.2], [0.1, -0.1, 0.2], [-0.7, -0.5, 1.2], [0.2, 0.6, -0.8], [-0.4, 1.3, 0.8], [-0.1, -0.4, -0.7], [0.0, -0.1, 0.3], [0.0, 0.1, -0.1], [0.5, 0.1, 0.0], [0.3, 0.3, 0.1], [0.3, 0.4, 0.0], [0.5, 0.1, 0.3], [-0.1, -0.6, -0.2], [-0.3, -0.1, 0.1], [-0.5, 0.0, 0.1], [0.6, -0.3, 0.4], [0.0, -0.1, 0.4], [-0.1, -0.1, -0.4], [-0.5, 0.5, -0.7], [0.0, 0.2, -0.2], [-0.5, -0.1, 0.1], [0.4, 0.2, -0.4], [-0.5, -0.2, 0.3], [0.2, -0.8, 0.3], [0.5, 0.2, 0.3], [-0.2, -0.1, -0.3], [-0.1, 0.3, 0.0], [0.6, -0.3, -0.3], [-0.3, -0.2, 0.1], [-0.2, 0.0, 0.1], [0.4, 0.7, -0.4], [0.3, 0.1, -0.1], [0.3, -0.1, -0.5], [-0.2, 0.1, -0.3], [0.3, 0.3, -0.6], [-0.2, 0.1, 0.3], [0.3, 0.0, 0.0], [0.3, -0.2, 0.6], [-0.3, -0.2, -0.2], [0.2, 0.0, 0.1], [-0.1, -0.4, 0.2], [0.1, -0.1, 0.0], [3.7, 5.9, -0.9], [-3.5, -8.8, 7.0], [1.6, 0.3, -0.9], [-0.8, 2.2, -1.7], [0.0, 0.3, -0.3], [3.5, 4.0, -0.4], [-3.7, -1.1, 0.8], [0.3, -2.0, -1.9], [-0.6, -1.0, -0.5]]}